[1]
This record from the Open Molecules 2025 dataset describes a 5-piece molecular cluster, C34H27ClF9N4O12S overall at a distorted geometry. The level of theory is the ωB97M-V functional and the def2-TZVPD basis.

Last column: Löwdin charge in e.
Atoms and positions in Å:
O  4.24  -1.86  1.16  -0.01
C  3.80  -1.41  0.10  -0.66
Cl  4.78  -1.33  -1.46  0.67
C  2.28  -0.88  -0.04  -0.22
C  2.32  0.63  -0.62  -0.33
C  2.61  1.53  0.70  -0.15
C  3.82  2.65  0.24  -0.17
C  3.57  3.33  -1.27  0.00
O  3.37  4.08  0.14  -0.25
S  0.72  1.12  -1.39  0.76
O  0.96  1.12  -2.90  -0.38
O  0.30  2.55  -1.05  -0.39
C  -0.72  -0.04  -1.08  -0.34
F  -0.46  -1.20  -1.89  0.01
F  -0.80  -0.52  0.25  0.05
C  -2.15  0.51  -1.64  -0.22
F  -2.78  -0.57  -2.35  0.06
F  -1.95  1.50  -2.64  0.07
C  -3.07  1.18  -0.54  -0.19
F  -2.40  2.22  0.15  0.11
F  -4.13  1.85  -1.25  0.05
C  -3.77  0.21  0.51  -0.32
F  -5.17  0.40  0.64  0.09
F  -3.24  0.56  1.79  0.08
F  -3.58  -1.15  0.30  0.12
H  1.81  -0.91  1.01  0.11
H  1.76  -1.63  -0.73  0.11
H  3.07  0.92  1.54  0.10
H  1.71  2.16  1.01  0.10
H  4.94  2.41  0.56  0.15
H  2.52  3.66  -1.55  0.10
H  4.40  3.96  -1.73  0.09
C  1.19  8.26  2.72  -0.08
C  1.74  8.51  3.98  -0.08
C  2.46  7.52  4.64  -0.01
C  2.62  6.27  4.02  -0.14
C  2.06  6.02  2.77  0.02
C  1.35  7.02  2.12  -0.05
N  3.39  5.23  4.70  -0.35
O  3.84  5.49  5.81  0.06
O  3.53  4.17  4.13  0.08
H  0.64  9.05  2.21  0.10
H  1.62  9.49  4.44  0.10
H  2.88  7.72  5.61  0.11
H  2.18  5.05  2.29  0.11
H  0.92  6.83  1.15  0.11
C  -5.17  1.50  -4.01  -0.06
C  -5.07  0.66  -5.11  -0.05
C  -5.94  0.82  -6.19  0.00
C  -6.90  1.82  -6.15  -0.15
C  -7.02  2.66  -5.04  -0.01
C  -6.15  2.50  -3.97  -0.05
N  -7.80  2.00  -7.29  -0.35
O  -7.69  1.24  -8.23  0.07
O  -8.62  2.91  -7.23  0.06
H  -4.49  1.39  -3.17  0.07
H  -4.31  -0.11  -5.13  0.11
H  -5.84  0.16  -7.04  0.12
H  -7.77  3.44  -5.00  0.12
H  -6.22  3.15  -3.10  0.11
C  7.13  -8.00  -0.46  -0.08
C  8.03  -7.15  -1.10  -0.08
C  7.60  -5.91  -1.57  0.00
C  6.27  -5.54  -1.39  -0.13
C  5.36  -6.39  -0.76  0.00
C  5.80  -7.62  -0.30  -0.07
N  5.82  -4.23  -1.87  -0.35
O  6.64  -3.52  -2.44  0.04
O  4.66  -3.92  -1.67  -0.03
H  7.47  -8.96  -0.09  0.10
H  9.06  -7.45  -1.23  0.10
H  8.31  -5.26  -2.07  0.12
H  4.33  -6.10  -0.62  0.12
H  5.10  -8.29  0.20  0.11
C  -4.72  -3.32  2.66  -0.07
C  -3.65  -2.68  3.28  -0.06
C  -2.90  -3.36  4.23  0.01
C  -3.23  -4.67  4.56  -0.15
C  -4.31  -5.31  3.95  -0.01
C  -5.05  -4.63  3.00  -0.07
N  -2.42  -5.40  5.55  -0.35
O  -1.50  -4.80  6.07  0.08
O  -2.72  -6.56  5.78  0.06
H  -5.30  -2.79  1.91  0.10
H  -3.40  -1.66  3.01  0.09
H  -2.06  -2.85  4.71  0.12
H  -4.57  -6.33  4.20  0.12
H  -5.89  -5.12  2.52  0.11

## Properties
Net charge   -1
Frontier orbital gap   0.205 Ha
Energy   -114023.9330 eV
E_HOMO   -4.75 eV

=====

[2]
This record from the Open Molecules 2025 dataset describes C34H27GaN3O4S as an isolated structure. The level of theory is the ωB97M-V functional and the def2-TZVPD basis.

Last column: Löwdin charge in e.
Atoms and positions in Å:
Ga  -1.78  -0.52  0.04  0.42
O  4.93  -1.47  0.60  -0.04
C  4.30  -1.80  -0.61  -0.19
C  2.86  -1.38  -0.54  -0.14
C  2.03  -1.56  -1.64  0.03
C  0.70  -1.24  -1.53  -0.06
N  0.18  -0.75  -0.40  0.05
C  0.98  -0.50  0.64  -0.20
C  2.32  -0.82  0.61  0.08
C  0.34  0.23  1.76  -0.16
C  1.02  0.71  2.86  0.08
C  0.35  1.46  3.81  -0.14
C  1.06  1.98  5.03  -0.20
O  2.46  1.93  4.91  -0.04
C  -1.01  1.71  3.62  0.03
C  -1.63  1.19  2.50  -0.05
N  -0.97  0.47  1.60  0.05
H  5.84  -1.81  0.59  0.11
H  4.33  -2.87  -0.82  0.13
H  4.77  -1.29  -1.46  0.14
H  2.40  -1.99  -2.57  0.14
H  0.01  -1.38  -2.35  0.14
H  2.97  -0.64  1.45  0.13
H  2.08  0.54  2.99  0.13
H  0.80  1.33  5.87  0.14
H  0.70  2.98  5.28  0.14
H  2.79  2.75  4.53  0.10
H  -1.58  2.30  4.32  0.13
H  -2.69  1.36  2.31  0.14
C  -5.45  -0.22  -1.93  -0.06
C  -5.51  1.09  -2.40  -0.06
C  -4.47  1.96  -2.13  -0.03
C  -3.35  1.54  -1.42  -0.19
C  -3.27  0.22  -0.97  -0.18
C  -4.33  -0.64  -1.22  -0.12
C  -2.25  2.49  -1.13  -0.23
C  -2.54  3.87  -0.92  0.01
C  -1.53  4.72  -0.60  0.01
C  -0.20  4.23  -0.52  -0.15
C  0.90  5.06  -0.21  -0.03
C  2.16  4.54  -0.18  -0.07
C  2.38  3.18  -0.48  -0.06
C  1.32  2.36  -0.77  -0.02
C  0.00  2.86  -0.78  -0.19
N  -1.04  2.00  -1.04  0.15
H  -6.27  -0.90  -2.12  0.11
H  -6.36  1.42  -2.96  0.11
H  -4.52  2.98  -2.51  0.11
H  -4.30  -1.66  -0.84  0.07
H  -3.56  4.22  -0.98  0.11
H  -1.72  5.77  -0.41  0.13
H  0.73  6.11  -0.01  0.12
H  3.01  5.18  0.05  0.11
H  3.38  2.78  -0.49  0.11
H  1.49  1.33  -1.05  0.09
O  1.78  -6.21  -3.15  0.14
C  2.04  -5.29  -2.20  -0.48
O  3.15  -4.86  -2.06  0.11
C  0.89  -4.81  -1.37  -0.15
C  -0.39  -4.64  -1.88  -0.02
C  -1.36  -3.99  -1.12  -0.09
C  -1.05  -3.51  0.15  -0.64
S  -2.20  -2.53  1.09  0.73
C  0.20  -3.79  0.69  -0.10
C  1.17  -4.41  -0.07  -0.01
H  0.89  -6.57  -3.05  0.11
H  -0.64  -4.94  -2.89  0.12
H  -2.35  -3.82  -1.53  0.11
H  0.42  -3.47  1.70  0.11
H  2.17  -4.57  0.33  0.13

## Properties
Net charge   +1
Frontier orbital gap   0.276 Ha
ΔE to the lowest compared entry with this formula, charge and spin   0.0000 eV
Energy   -111566.1497 eV
E_HOMO   -11.15 eV

=====

[3]
This record from the Open Molecules 2025 dataset describes C34H27N4OPd as an isolated structure at a distorted geometry. The level of theory is the ωB97M-V functional and the def2-TZVPD basis.

Last column: Löwdin charge in e.
Atoms and positions in Å:
Pd  0.02  -1.49  -1.11  0.99
C  0.98  -1.33  3.27  0.02
C  1.12  -1.46  1.79  -0.19
N  0.24  -2.10  1.06  0.01
N  -0.81  -2.72  1.52  0.15
C  -1.70  -3.15  0.63  -0.38
O  -1.53  -3.02  -0.62  -0.06
C  -2.93  -3.73  1.18  -0.15
C  -3.99  -4.02  0.32  0.00
C  -5.19  -4.47  0.85  -0.05
C  -5.33  -4.63  2.22  -0.05
C  -4.26  -4.38  3.07  -0.06
C  -3.06  -3.93  2.55  -0.01
C  2.22  -0.87  1.08  -0.21
C  3.29  -0.24  1.72  0.03
C  4.33  0.29  0.98  -0.02
C  4.30  0.16  -0.40  -0.01
C  3.21  -0.46  -0.98  -0.11
N  2.19  -0.95  -0.28  0.06
H  0.07  -1.83  3.60  0.08
H  0.94  -0.28  3.56  0.10
H  1.83  -1.79  3.77  0.10
H  -3.86  -3.87  -0.74  0.12
H  -6.02  -4.68  0.19  0.11
H  -6.27  -4.96  2.62  0.11
H  -4.37  -4.53  4.13  0.11
H  -2.22  -3.72  3.19  0.11
H  3.31  -0.18  2.80  0.12
H  5.15  0.78  1.47  0.12
H  5.10  0.54  -1.02  0.12
H  3.15  -0.58  -2.06  0.11
C  -0.34  -1.97  -6.09  -0.04
C  0.45  -0.96  -5.56  -0.04
C  0.63  -0.91  -4.19  -0.12
N  0.07  -1.78  -3.35  -0.05
C  -0.71  -2.74  -3.86  -0.12
C  -0.93  -2.87  -5.22  -0.04
H  -0.50  -2.05  -7.15  0.12
H  0.93  -0.24  -6.21  0.11
H  1.25  -0.13  -3.75  0.10
H  -1.15  -3.43  -3.15  0.10
H  -1.57  -3.66  -5.59  0.11
C  -0.66  0.36  -0.71  -0.09
C  -0.34  1.43  -0.18  -0.19
C  0.06  2.69  0.24  -0.16
C  0.74  3.49  -0.74  -0.18
C  0.84  4.88  -0.65  -0.03
C  1.48  5.60  -1.65  -0.07
C  2.01  4.96  -2.76  -0.08
C  1.90  3.58  -2.87  -0.09
C  1.28  2.85  -1.88  -0.04
C  -0.13  3.02  1.63  -0.19
C  -1.17  2.40  2.35  -0.03
C  -1.31  2.62  3.71  -0.09
C  -0.42  3.46  4.38  -0.09
C  0.60  4.08  3.67  -0.08
C  0.75  3.87  2.32  -0.04
H  0.39  5.40  0.18  0.11
H  1.55  6.68  -1.56  0.11
H  2.51  5.53  -3.53  0.10
H  2.29  3.08  -3.74  0.10
H  1.21  1.78  -1.96  0.07
H  -1.86  1.76  1.83  0.11
H  -2.11  2.15  4.25  0.10
H  -0.53  3.62  5.44  0.10
H  1.29  4.73  4.19  0.10
H  1.57  4.33  1.79  0.11

## Properties
Net charge   +1
Frontier orbital gap (spin up / spin down)   0.175 / 0.179 Ha
ΔE to the lowest compared entry with this formula, charge and spin   0.7573 eV
Energy   -47173.0954 eV
<S²>   6.081
2S+1   5
E_HOMO (spin up / spin down)   -8.61 / -10.88 eV